Record 1
Density functional theory data (wB97M-V/def2-TZVPD) for C22H18Cl3N5O3RuSeSi as an isolated structure.

```
54
Properties=species:S:1:pos:R:3:forces:R:3
Ru 0.98148 -0.76856 -0.15476 0.2 0.3 0.1
O -2.22321 -0.26027 -3.45375 0.0 0.0 0.1
C -3.16329 0.27866 -2.65845 0.0 0.0 0.1
C -4.40317 0.56133 -3.23847 0.0 0.0 0.0
C -5.41890 1.11560 -2.48845 0.0 0.0 0.0
C -5.22643 1.39949 -1.13807 0.0 0.0 0.0
C -4.00462 1.11628 -0.55846 0.0 0.0 0.0
C -2.95777 0.55610 -1.29347 0.0 -0.1 -0.1
C -1.65796 0.24223 -0.63672 0.2 -0.1 -0.1
O -0.68014 -0.13856 -1.39736 -0.4 0.3 0.3
N -1.62133 0.36574 0.66790 0.2 0.0 -0.2
N -0.36076 0.07245 1.21950 0.1 0.1 0.4
C -0.25719 0.52347 2.42178 0.0 -0.1 -0.3
C 0.86517 0.46999 3.37259 0.0 0.0 -0.1
C 1.01563 1.60598 4.18037 0.0 0.0 0.0
C 1.98591 1.68571 5.15839 0.0 0.0 0.0
C 2.82202 0.59417 5.37364 0.0 0.0 0.0
C 2.67754 -0.54638 4.60977 0.0 0.0 0.0
C 1.71133 -0.61986 3.60947 -0.1 0.0 -0.1
O 1.58969 -1.78274 2.92432 0.1 0.0 0.0
H -1.40665 -0.34775 -2.90464 0.0 0.0 0.0
H -4.53227 0.33631 -4.28977 0.0 0.0 0.0
H -6.37104 1.33242 -2.95884 0.0 0.0 0.0
H -6.02154 1.83849 -0.54947 0.0 0.0 0.0
H -3.82512 1.32335 0.48732 0.0 0.0 0.0
H -1.11299 1.10044 2.76525 -0.1 0.0 0.0
H 0.34908 2.44412 4.01144 0.0 0.0 0.0
H 2.08908 2.58503 5.75165 0.0 0.0 0.0
H 3.58629 0.63428 6.13999 0.0 0.0 0.0
H 3.31405 -1.40960 4.75097 0.0 0.0 0.0
Se 2.28020 1.26963 -0.05442 -0.2 -0.5 0.0
C 2.58931 1.87926 -1.83591 0.0 0.1 0.0
C 1.82005 1.51347 -2.93309 0.0 0.0 0.0
C 2.11498 2.06567 -4.17021 0.0 0.0 0.0
N 3.09946 2.93875 -4.39317 0.0 0.0 0.0
C 3.83433 3.27835 -3.33324 0.0 0.0 0.0
C 3.62411 2.78657 -2.05587 0.0 0.0 0.0
H 1.01398 0.80367 -2.83046 0.0 0.0 0.0
H 1.52089 1.78421 -5.03391 0.0 0.0 0.0
H 4.63924 3.98493 -3.51475 0.0 0.0 0.0
H 4.26228 3.10181 -1.23952 0.0 0.0 0.0
N -1.72408 -3.96460 0.55817 0.0 -0.1 0.1
C -1.29681 -4.40052 -0.67770 -0.1 -0.1 0.0
C -0.35287 -3.51488 -1.07747 0.1 0.2 0.0
N -0.20094 -2.55441 -0.10127 -0.2 0.1 0.0
C -1.03696 -2.85111 0.86809 0.1 -0.1 -0.1
H -2.41832 -4.39779 1.13851 0.0 0.0 0.0
H -1.69404 -5.28316 -1.14493 0.0 0.0 0.0
H 0.24774 -3.48146 -1.96914 0.0 0.0 0.0
H -1.15478 -2.30007 1.78453 0.0 0.0 0.0
Cl 2.16697 -1.69728 -1.97808 0.1 -0.1 -0.1
Si 2.27745 -1.89027 1.37117 0.0 0.2 -0.1
Cl 4.29106 -1.40077 1.68974 0.0 0.0 0.0
Cl 2.35387 -3.97797 1.20925 0.0 0.0 0.0
```
Positions in Å, forces in eV/Å.

The charge is -1. The orbital gap (spin up / spin down) comes out at 7.19 / 6.55 eV. The value obtained for the energy above the lowest of the compared OMol25 structures with the same formula, charge and spin is 0.0 kJ/mol. For the HOMO energy (spin up / spin down), the calculation gives -4.77 / -4.94 eV. As for the expectation value of S²: 0.7597. The value obtained for the total energy is -150081.8562 eV. The multiplicity is 2.

---

Record 2
Density functional theory data (wB97M-V/def2-TZVPD) for one molecule with the formula C5H9N3O4 at a distorted geometry.

```
21
Properties=species:S:1:pos:R:3:forces:R:3
C -0.12955 -0.90575 -1.36389 -0.6 -1.2 2.4
C 0.56775 0.14413 0.79373 0.1 -0.7 -2.6
C 1.08433 -1.15091 1.39084 0.1 2.1 0.2
C 1.65166 1.04808 0.15699 0.1 0.9 -0.1
C -1.89318 -0.40889 0.26052 1.9 -3.2 -0.9
N -0.50240 -0.12575 -0.24091 -0.7 1.1 0.9
N 1.57683 -1.15715 2.80662 -0.5 0.4 -1.6
N 1.20190 -2.17867 0.61582 -1.6 0.6 -0.7
O 1.56067 -0.07208 3.37305 -0.1 -0.2 -0.3
O 0.66645 -2.05614 -0.77886 0.5 -0.9 -0.8
O 1.94639 -2.19359 3.27069 0.3 -0.7 0.5
O 1.55712 -3.27651 0.84458 0.7 -1.4 -0.1
H -1.04914 -1.31215 -1.86851 0.8 -0.1 0.8
H 0.44203 -0.50040 -2.17688 0.9 0.7 0.2
H 0.15012 0.69283 1.57930 -0.9 0.8 1.1
H 2.26977 0.54598 -0.60036 -0.2 -0.1 0.3
H 2.30869 1.48160 0.93384 -0.2 -0.5 -0.3
H 1.20353 1.94643 -0.35249 0.0 -1.0 0.5
H -2.13665 -1.55248 0.32428 1.0 1.4 0.8
H -2.05212 0.07134 1.20686 -0.5 0.4 0.0
H -2.51727 -0.26810 -0.58367 -1.1 1.5 -0.3
```
Positions in Å, forces in eV/Å.

Its SMILES is C[C@@H]1C([N+](=O)[O-])=[N+]([O-])OCN1C. The orbital gap comes out at 8.89 eV. The value obtained for the energy above the lowest of the compared OMol25 structures with the same formula, charge and spin is 634.7 kJ/mol. For the HOMO energy, the calculation gives -9.36 eV. The value obtained for the total energy is -17983.0187 eV.